A cluster of 10 separate species, C57H126F7N9O11S5 in total at a distorted geometry. Source: OMol25; level of theory: the ωB97M-V functional and the def2-TZVPD basis.

HOMO: -10.6992 eV
Strongest force on any atom: 8.28 eV Å⁻¹
Frontier orbital gap: 5.001 eV
Energy above the lowest of the compared OMol25 structures with the same formula, charge and spin: 4.9144 eV
Spin multiplicity: 1
Charge: +4

The geometry in XYZ format:
```
215
Properties=species:S:1:pos:R:3:forces:R:3
H -5.478 -25.745 14.987 0.2 -0.1 -0.8
H -16.818 -12.948 9.297 0.1 -0.7 -0.1
H -17.379 -12.287 23.446 -0.7 -0.1 -0.9
H -21.535 -22.986 20.454 -0.2 -0.2 0.0
H -20.314 -23.881 24.794 0.3 -0.1 -0.8
C -8.888 -28.929 18.702 1.5 0.1 0.0
H -19.657 -25.391 26.529 -0.4 0.5 -0.3
C -16.976 -10.475 22.182 -1.6 -0.6 -0.1
C -9.008 -29.043 17.166 0.7 -0.3 -0.5
C -19.890 -26.919 11.533 0.8 0.5 0.4
O -10.109 -10.512 13.179 -0.2 -0.6 -0.1
C -18.326 -27.746 13.434 -2.1 1.9 -0.2
O -12.354 -22.674 19.987 0.8 1.2 -0.6
C -8.661 -18.480 7.087 -1.5 1.8 -0.8
H -17.022 -25.493 23.389 -0.4 0.4 -0.5
H -17.733 -7.944 20.563 0.0 0.3 -0.1
H -3.799 -26.465 14.502 -0.9 -0.7 -0.6
H -18.310 -8.587 19.022 0.0 -1.1 0.3
H -19.232 -18.013 11.509 -0.1 0.4 -0.1
H -17.733 -11.362 18.855 0.3 0.5 -0.1
H -21.198 -24.711 20.493 0.5 0.0 -0.3
H -4.448 -5.836 21.514 0.1 -0.2 0.2
H -9.914 -20.753 5.760 0.0 0.3 0.4
N -6.244 -25.383 26.456 3.8 -0.2 -0.3
N -18.255 -16.132 12.123 1.2 -1.2 -1.6
C -19.122 -24.289 22.594 -0.1 1.1 -0.3
H -5.705 -8.109 22.167 0.0 0.0 -0.2
O -6.453 -22.773 26.154 0.1 -3.7 -1.5
H -17.040 -26.027 25.916 -0.4 -0.5 0.1
H -16.273 -7.776 17.782 -0.1 -0.5 0.1
H -17.292 -21.999 24.424 0.2 0.2 -0.3
H -20.758 -26.715 12.160 0.1 0.1 -0.4
C -20.759 -23.726 20.650 0.5 1.2 1.2
H -14.718 -11.162 21.113 -0.2 0.7 -0.4
S -10.497 -13.455 13.487 0.9 -3.9 -0.4
O -9.791 -13.302 12.211 -1.2 0.7 2.2
H -8.336 -17.546 5.150 0.2 0.1 0.0
H -8.948 -21.083 10.578 0.6 -0.1 -0.4
H -20.004 -17.838 13.541 -0.8 0.4 -0.3
H -5.509 -27.991 15.404 0.3 -0.9 0.2
H -16.491 -26.975 13.898 0.7 0.1 -0.4
C -17.510 -14.992 11.310 -0.6 0.9 0.5
H -7.901 -27.085 18.874 0.6 0.3 -1.1
H -5.000 -27.299 18.223 -0.4 0.1 0.4
H -15.961 -9.846 18.952 0.5 0.3 0.2
H -17.020 -22.665 22.742 0.1 1.3 -0.3
O -11.982 -11.417 11.760 1.1 0.5 0.2
H -18.633 -21.782 23.238 0.6 0.1 -0.4
N -18.265 -23.755 23.848 -3.7 -0.9 -0.2
C -22.441 -30.071 12.654 1.1 0.3 1.3
H -16.643 -15.886 13.667 -0.2 0.2 -0.5
H -6.925 -10.869 18.723 -0.4 0.5 0.1
C -9.695 -20.952 8.450 -0.5 -1.2 0.9
H -11.569 -20.031 5.861 0.1 -0.2 -0.2
H -20.120 -27.226 10.512 -0.4 0.1 0.2
H -15.379 -12.045 19.736 -0.1 -0.1 0.1
H -8.673 -29.814 19.301 -1.0 -0.6 -0.6
S -11.347 -11.221 13.046 -2.1 6.7 -4.3
H -16.539 -9.522 22.479 0.8 -0.4 -0.2
H -7.929 -19.258 6.870 -0.6 -0.1 -0.3
C -7.588 -28.129 18.895 -0.8 1.0 0.0
C -17.419 -8.374 19.612 1.5 0.2 -0.4
H -10.842 -17.260 8.045 -0.7 0.4 -0.2
H -16.015 -28.651 12.141 -0.2 0.0 0.2
C -17.295 -24.854 24.229 1.1 0.1 -0.4
F -8.153 -24.402 25.766 0.0 0.2 -0.7
H -10.040 -15.667 6.554 -0.1 0.1 0.0
C -17.947 -11.311 19.923 1.3 -0.5 -0.2
H -19.377 -14.811 13.240 -0.1 0.0 0.4
C -5.759 -29.696 17.976 -0.5 -0.2 0.8
O -3.965 -26.644 25.733 -2.4 3.6 0.4
C -15.611 -11.654 20.727 0.8 -0.9 -0.2
H -10.460 -16.465 5.111 0.2 -0.5 -0.1
H -9.179 -22.687 9.791 0.2 0.3 -0.2
C -6.447 -10.673 21.579 0.4 0.9 -0.8
H -19.696 -30.190 12.314 0.9 0.3 0.4
O -6.271 -24.310 24.189 0.0 0.0 -0.7
H -9.326 -30.035 16.846 -0.1 0.1 0.0
F -9.891 -20.257 20.170 -2.7 0.3 -0.2
S -4.587 -25.378 26.289 3.6 -3.8 0.0
C -6.849 -12.102 21.304 -0.9 0.2 0.1
N -11.651 -12.361 13.929 2.5 -5.5 3.0
H -5.112 -29.553 18.841 -0.4 0.5 0.3
H -10.260 -18.921 9.162 0.1 0.0 -0.2
H -6.400 -30.546 18.214 0.2 -0.1 -0.4
H -18.298 -16.128 15.207 0.2 -0.2 0.1
H -17.441 -12.056 10.555 -0.6 0.5 -0.1
C -17.742 -22.355 23.498 0.0 -2.6 0.9
N -10.198 -18.894 6.998 1.4 -1.6 0.8
C -5.289 -7.876 21.187 1.7 -0.6 -2.2
H -10.477 -21.715 10.431 -0.4 -0.1 -0.4
H -19.555 -25.274 22.761 1.1 -0.3 0.4
C -17.774 -12.745 9.780 1.4 -0.9 1.2
H -3.948 -25.465 15.739 -0.3 0.1 0.9
H -18.922 -14.491 9.634 0.0 -0.7 0.3
H -16.722 -15.432 10.700 -0.4 -0.5 -0.1
H -18.033 -10.275 22.359 -0.1 -0.2 -0.3
H -17.310 -6.537 18.355 -0.4 -0.2 0.2
H -15.874 -6.828 19.197 0.2 -0.3 0.2
H -18.115 -28.666 13.979 0.2 -0.1 -0.5
H -16.933 -14.499 12.092 -0.4 0.5 0.0
H -21.762 -28.114 13.208 0.2 0.1 -0.2
H -7.647 -27.692 16.036 -0.2 0.0 0.2
O -9.745 -14.137 14.540 -1.3 2.0 -0.8
H -16.019 -27.234 11.184 -0.4 -0.2 -0.6
N -16.760 -10.717 20.642 0.2 1.3 1.3
C -10.963 -17.532 6.997 2.5 -0.9 -1.1
O -3.890 -24.115 26.021 -1.7 -2.0 0.1
H -7.270 -9.982 21.762 0.1 0.2 -0.6
H -11.965 -17.593 6.572 0.0 -0.4 0.6
C -10.474 -19.626 8.358 0.1 -0.4 -1.1
C -18.597 -17.229 11.097 1.4 0.1 -0.2
C -18.863 -24.753 26.140 1.1 -0.4 -1.3
H -17.904 -12.367 20.189 -1.2 0.2 0.5
C -4.910 -27.469 16.150 0.3 -0.7 -1.3
H -9.724 -28.300 16.812 -0.1 -0.2 0.0
H -7.105 -28.112 19.873 0.4 -1.0 -0.2
H -17.935 -29.543 11.214 0.0 0.3 -0.6
H -10.290 -21.646 7.857 0.2 -0.2 -0.2
H -3.968 -9.182 19.657 -0.5 1.3 -0.5
C -18.435 -14.012 10.483 0.2 0.3 -0.7
H -18.933 -16.788 10.158 -0.9 0.3 0.5
H -19.224 -26.059 11.469 -0.2 0.1 0.1
H -16.326 -24.448 24.520 -0.3 0.6 0.3
H -18.830 -10.681 20.033 0.0 -0.6 0.6
H -5.023 -29.870 17.191 -0.8 0.0 -0.5
C -4.864 -11.642 20.022 0.9 1.1 0.3
H -17.208 -25.910 12.678 -0.6 -0.1 0.2
C -9.543 -21.663 9.872 -0.7 1.3 -0.3
H -16.704 -13.341 21.405 0.4 -0.5 0.3
C -18.425 -16.897 14.446 3.2 -0.9 0.8
H -4.010 -28.018 16.425 0.0 -0.2 -0.6
H -19.936 -23.395 20.016 0.0 -0.8 -0.4
H -20.920 -29.295 14.165 0.0 -0.3 -0.1
H -5.957 -9.366 18.398 0.2 -0.5 -0.2
H -10.303 -19.279 4.858 0.0 0.1 0.2
H -8.533 -18.199 8.132 0.0 0.1 -0.1
H -18.299 -17.895 14.865 0.4 0.3 0.4
H -7.837 -16.524 6.491 -0.3 0.1 0.0
H -7.569 -12.201 20.492 0.0 0.5 -0.3
H -4.778 -11.643 18.935 -0.3 -1.0 0.1
C -19.758 -16.829 13.871 -0.6 0.6 -0.4
F -11.604 -19.137 19.290 0.3 1.6 -0.4
H -15.950 -11.688 23.777 0.9 0.6 -0.5
H -19.318 -22.643 25.433 0.5 -0.1 0.0
C -16.312 -9.462 19.910 -2.0 0.2 -0.3
C -17.894 -25.705 25.321 -0.5 1.3 0.5
H -19.251 -13.649 11.109 0.1 0.0 0.2
H -15.568 -8.990 20.551 0.3 -0.1 -0.4
H -3.847 -11.588 20.410 0.1 0.4 -0.3
H -18.106 -27.965 10.205 -0.5 -0.7 0.0
F -12.401 -10.195 13.735 0.2 -0.1 0.2
H -6.194 -26.369 17.340 -1.0 -0.4 0.6
H -20.414 -16.400 14.629 -0.5 -0.6 -0.3
S -11.958 -21.732 18.918 0.4 -3.4 0.7
C -5.743 -27.358 17.428 1.7 1.9 -0.4
H -21.243 -23.710 22.690 0.1 -0.5 0.5
N -6.658 -28.500 17.724 0.2 0.9 -0.8
H -15.065 -13.140 22.213 -0.2 -0.4 -0.6
H -5.623 -13.667 20.440 0.1 0.0 0.1
C -16.664 -27.834 11.826 0.6 -0.2 -0.3
C -20.123 -29.210 12.102 -0.8 -0.5 2.2
H -3.897 -9.602 21.228 0.0 0.3 0.7
H -16.723 -17.526 13.068 -0.5 0.0 -0.5
H -20.285 -22.426 22.344 0.6 0.2 -0.4
C -4.140 -6.839 21.219 -0.3 -0.6 0.0
H -20.367 -15.665 12.107 0.3 -0.2 -0.3
O -13.091 -21.365 18.113 -1.1 1.9 0.0
C -4.547 -26.241 15.262 0.5 0.8 1.9
C -5.545 -12.689 20.916 0.5 -0.8 -0.7
C -11.285 -20.202 19.963 0.6 -2.5 0.2
H -7.231 -29.347 15.751 0.0 -0.3 0.5
H -18.372 -24.367 27.033 0.2 0.4 -0.3
C -15.956 -12.659 21.808 -0.1 -0.5 -0.6
H -18.338 -12.294 8.964 -0.6 -0.1 0.6
C -19.545 -15.799 12.810 -0.4 1.5 -1.0
C -20.328 -23.496 22.137 -2.0 0.9 0.4
C -17.096 -26.948 12.992 -0.6 -1.9 0.3
C -17.330 -16.657 13.321 -2.0 0.2 0.3
C -4.607 -9.144 20.539 -0.3 -1.9 1.6
H -7.167 -9.197 19.599 -0.7 -0.6 -0.4
H -18.454 -26.522 24.866 0.1 -0.2 0.3
H -4.941 -12.747 21.821 0.1 -0.4 -0.1
F -11.555 -14.611 13.098 -0.2 0.0 0.1
O -10.904 -22.220 18.030 0.5 0.8 1.1
H -8.708 -20.925 7.987 0.0 0.3 0.1
C -19.279 -23.666 25.057 0.2 -0.9 1.3
C -21.295 -29.097 13.161 0.0 -0.8 -2.0
H -7.378 -12.612 22.109 0.5 0.2 0.4
F -4.317 -25.679 27.787 0.2 0.4 1.4
C -16.685 -7.360 18.701 0.2 1.0 0.3
N -5.556 -10.314 20.302 -2.2 0.2 0.4
H -17.685 -17.682 10.710 0.3 -0.2 0.7
H -3.681 -6.787 20.231 -0.2 0.2 -0.1
H -18.949 -27.123 14.076 -0.3 -0.2 0.1
C -10.047 -16.659 6.101 -0.2 1.2 1.1
C -6.523 -9.941 19.131 1.4 0.3 1.4
H -3.357 -7.250 21.856 0.0 0.4 0.3
S -6.562 -24.158 25.573 -3.8 5.6 1.2
C -7.630 -28.673 16.509 -0.2 0.1 1.4
H -18.517 -24.180 21.694 0.9 -0.8 0.5
H -6.048 -7.579 20.463 -0.3 0.4 0.4
H -5.762 -10.503 22.409 0.1 -0.6 0.1
C -17.977 -28.454 11.171 1.3 1.5 1.4
H -20.431 -29.403 11.074 -0.3 0.9 -0.1
C -10.501 -19.835 5.775 -0.2 1.5 1.0
H -11.544 -19.828 8.320 0.0 0.0 0.3
C -8.612 -17.211 6.150 -0.1 -1.7 0.0
N -19.134 -28.048 12.138 1.2 -1.8 -1.1
F -11.925 -20.145 21.168 1.0 0.0 -1.0
H -23.276 -29.831 13.312 -0.5 0.0 -0.8
C -16.563 -11.830 22.887 -0.8 1.8 1.2
H -22.542 -29.958 11.575 -0.7 0.4 0.2
H -9.768 -28.388 19.049 0.3 -0.2 0.5
H -22.293 -31.142 12.795 0.6 0.0 0.3
```
Positions in Å, forces in eV/Å.